No. 1
Here is a structure of composition C21H35Cl2DyN2O4 at a distorted geometry from OMol25. Energies are from the ωB97M-V functional and the def2-TZVPD basis.

Geometry as XYZ:
```
65
Properties=species:S:1:pos:R:3
O 1.63204 1.84675 -3.60700
C 1.70488 2.90170 -4.23532
C 2.73428 3.22424 -5.28476
C 3.59542 2.18512 -5.66273
H 3.33175 1.15667 -5.41420
C 4.79383 2.45338 -6.32692
H 5.49103 1.62992 -6.52717
C 5.10627 3.76574 -6.71168
H 6.06453 3.97843 -7.19484
C 4.16491 4.79247 -6.48504
H 4.39457 5.80811 -6.83258
C 2.97415 4.51391 -5.79708
H 2.20782 5.28484 -5.64896
H 0.99792 3.75490 -4.06285
C 1.89937 2.88299 0.95282
C 0.71580 2.03168 1.12953
H 2.09479 3.51736 1.83824
H 1.83986 3.53173 0.05872
H 2.79432 2.26698 0.78743
C -0.02973 1.91623 2.20381
C 0.30442 2.56440 3.54156
H -0.90742 1.26466 2.27407
H 1.16167 3.24192 3.40799
H 0.58010 1.79781 4.28709
H -0.54947 3.14262 3.92493
Dy 0.10888 0.08118 -0.50746
Cl 2.50595 -0.98049 -0.37882
Cl -0.58709 2.20577 -1.74116
C 0.62125 -1.64298 2.30252
O -0.20624 -1.12703 1.49114
N 0.25416 -2.38004 3.34506
C -1.10983 -2.86336 3.53913
C 1.24316 -2.68907 4.36594
H 1.71057 -1.50996 2.17696
H -1.75367 -2.54610 2.71714
H -1.49280 -2.47461 4.48578
H -1.08441 -3.95496 3.60072
H 2.17369 -2.20035 4.06665
H 1.39483 -3.77200 4.43552
H 0.91671 -2.30320 5.33594
H -5.55970 0.63546 0.82743
H -5.97505 0.90712 -1.81153
C -4.71328 1.31647 0.68705
C -5.09828 1.56559 -1.77882
N -4.21440 1.20765 -0.67461
H -3.92525 1.07570 1.39953
C -2.99387 0.75342 -0.94869
O -2.18448 0.30041 -0.09530
H -4.52584 1.44205 -2.69974
H -2.71820 0.82170 -2.00602
H -5.07002 2.33774 0.85090
H -5.42892 2.60579 -1.69170
C -0.36574 -4.33956 -1.48919
C -1.89039 -4.05253 -1.32421
C -2.00392 -2.53861 -1.14624
O -0.69840 -1.94884 -1.49307
C 0.26346 -3.00642 -1.84793
H 0.04232 -4.67575 -0.52758
H -0.19947 -5.12252 -2.23400
H -2.33391 -4.55967 -0.45377
H -2.44437 -4.36692 -2.22111
H -2.77640 -2.10454 -1.80352
H -2.21897 -2.24741 -0.10686
H 1.17307 -2.80111 -1.27569
H 0.48437 -2.90910 -2.91650
```

Summary:
- Largest force on an atom: 3.4 eV/A
- <S²>: 9.33
- Electronic energy: -82645.1752 eV
- HOMO level (alpha / beta): -5.67 / -5.60 eV
- HOMO-LUMO gap (alpha / beta): 5.9 / 5.9 eV
- Multiplicity: 6
- Total charge: 0

Results of the Löwdin charge analysis, in e, for atoms 1 through 6: -0.05 -0.21 -0.19 -0.03 0.12 -0.08



No. 2
Here is a structure of composition C24H43BF5N5PScSi from OMol25. Energies are from the ωB97M-V functional and the def2-TZVPD basis.

Geometry as XYZ:
```
81
Properties=species:S:1:pos:R:3
Sc 0.63449 -0.55252 1.07675
C 1.87876 -0.97773 -1.72859
Si 0.12152 -1.61540 -1.94269
C 0.20068 -3.41634 -2.42898
C -0.73260 -0.62547 -3.28156
N -0.59481 -1.36245 -0.38834
C -1.89325 -1.65141 -0.02292
C -2.86624 -2.29085 -0.80672
C -4.14488 -2.52766 -0.32204
C -4.51801 -2.13868 0.95689
C -3.58646 -1.49348 1.76359
C -2.34256 -1.27877 1.23943
F -1.39027 -0.61799 2.03020
H 2.37697 -0.97916 -2.70179
H 2.48241 -1.61372 -1.07404
H 1.91431 0.05446 -1.35799
H 0.79431 -3.53054 -3.34014
H -0.78173 -3.85162 -2.61835
H 0.67903 -3.99922 -1.63884
H -0.25028 -0.77640 -4.25052
H -0.69646 0.44058 -3.04580
H -1.78277 -0.90535 -3.38613
H -2.60279 -2.61237 -1.80591
H -4.86333 -3.02810 -0.95850
H -5.51437 -2.33144 1.32810
H -3.82054 -1.16142 2.76572
N 0.98008 1.30726 0.96952
P 1.59104 2.66719 0.54898
N 2.93064 2.50487 -0.42460
C 3.98411 1.60395 0.06937
C 4.96154 1.29493 -1.05291
C 5.70079 2.56254 -1.50366
C 4.82125 3.80599 -1.31165
C 3.35004 3.45014 -1.46652
N 0.62148 3.66159 -0.38703
C 0.18248 3.05294 -1.65287
C -0.34724 4.12308 -2.59542
C -1.49140 4.89210 -1.94305
C -1.06220 5.42638 -0.58071
C -0.50876 4.30765 0.28987
N 1.97038 3.56887 1.88058
C 1.84531 3.02826 3.23852
C 2.00733 4.15091 4.26583
C 1.34206 5.42208 3.75471
C 2.08920 5.94408 2.51820
C 2.75861 4.78864 1.75960
H 3.52604 0.69233 0.44668
H 4.52326 2.05688 0.91497
H 4.39920 0.86373 -1.88517
H 5.66516 0.53014 -0.72153
H 5.99056 2.46663 -2.55198
H 6.62587 2.67763 -0.93488
H 5.08837 4.58597 -2.02676
H 4.97381 4.22748 -0.31413
H 3.19349 3.00665 -2.45987
H 2.71703 4.33437 -1.41746
H -0.60290 2.30880 -1.45192
H 1.01743 2.51738 -2.10428
H -0.67651 3.65560 -3.52633
H 0.46794 4.80985 -2.84481
H -2.34437 4.21754 -1.81025
H -1.82839 5.70546 -2.58855
H -1.90398 5.90050 -0.07068
H -0.28609 6.18787 -0.70825
H -1.29948 3.57004 0.49345
H -0.16603 4.69771 1.24610
H 2.58186 2.23667 3.41670
H 0.85756 2.57750 3.33619
H 3.06635 4.34412 4.46015
H 1.57440 3.82427 5.21227
H 1.30314 6.18911 4.52895
H 0.30466 5.18989 3.49529
H 2.85656 6.66375 2.81396
H 1.39871 6.47232 1.85726
H 3.77286 4.61815 2.14248
H 2.86625 5.04421 0.70651
F 2.58098 -1.38128 1.44644
B 2.21060 -2.58319 2.24055
F 0.80324 -2.26609 2.45998
F 2.89878 -2.59748 3.40273
F 2.32184 -3.67550 1.44351
```

Summary:
- Largest force on an atom: 0.3 eV/A
- ΔE to the lowest compared entry with this formula, charge and spin: 0.0 kcal/mol
- Electronic energy: -85180.8820 eV
- HOMO level: -7.81 eV
- HOMO-LUMO gap: 8.4 eV
- Multiplicity: 1
- Total charge: 0

Results of the Löwdin charge analysis, in e, for atoms 1 through 6: 1.04 -0.17 0.38 -0.16 -0.15 -0.16



No. 3
Here is a structure of composition C52H65Br2GaN9O3 from OMol25. Energies are from the ωB97M-V functional and the def2-TZVPD basis.

Geometry as XYZ:
```
132
Properties=species:S:1:pos:R:3
C 2.79499 5.83951 3.12658
C 1.48939 5.05240 2.92064
O 1.75654 3.68553 2.77038
Ga 1.16704 2.79866 1.22625
C 1.81786 3.86131 -0.37174
C 1.72483 3.08619 -1.70985
C 0.88199 3.80049 -2.79075
N 0.28260 2.92568 -3.82255
C 1.98393 0.96632 1.37025
C 3.51959 1.06822 1.46984
C 4.24376 0.97223 0.12006
C 4.81375 -0.39224 -0.20530
O 4.59062 -1.41378 0.35559
O 5.66622 -0.41592 -1.28051
C -0.92047 2.64670 1.13887
Br -1.71633 3.49271 2.70579
C -1.33332 1.20659 0.97920
C -1.06916 0.72281 -0.45952
Br -3.26399 0.85523 1.44590
H 3.42985 5.29809 3.84317
H 2.59531 6.84837 3.53092
H 3.34959 5.95386 2.18150
H 0.95848 5.47856 2.04471
H 0.82027 5.22333 3.78859
H 2.85218 4.17766 -0.15777
H 1.20795 4.77833 -0.43801
H 1.30607 2.06763 -1.58215
H 2.74401 2.93819 -2.11727
H 1.51468 4.53478 -3.31010
H 0.05942 4.34409 -2.30127
H -0.55074 2.47848 -3.44517
H 0.92714 2.15937 -4.01251
H 1.60356 0.47068 2.28158
H 1.68751 0.31300 0.52951
H 3.80782 2.01819 1.94947
H 3.91666 0.27908 2.12951
H 5.07031 1.70057 0.05355
H 3.55157 1.21801 -0.70564
H 5.65338 0.45707 -1.70742
H -1.31363 3.22936 0.29174
H -0.82218 0.56611 1.70983
H -0.17737 0.07929 -0.49104
H -1.90800 0.12975 -0.84696
H -0.90523 1.57972 -1.12799
N 0.79262 -3.67248 -1.88079
C 0.63482 -4.22728 -3.08043
C 1.61042 -4.22741 -4.06562
C 2.81964 -3.60649 -3.78941
C 2.99955 -3.02068 -2.54745
C 1.96104 -3.08377 -1.62842
H -0.32474 -4.70175 -3.25981
H 1.43639 -4.71314 -5.01684
H 3.60952 -3.58364 -4.53027
H 3.92589 -2.52656 -2.28311
H 2.08116 -2.64031 -0.64626
N 4.67242 1.27356 4.47933
C 3.70715 1.85730 5.19013
C 3.02757 1.22304 6.22425
C 3.36253 -0.08940 6.51639
C 4.36505 -0.70776 5.78525
C 4.98988 0.01696 4.78223
H 3.42894 2.85916 4.88019
H 2.22585 1.73322 6.74468
H 2.82271 -0.63564 7.28121
H 4.63525 -1.74092 5.96183
H 5.75195 -0.44562 4.16257
N -8.55259 -1.18443 2.73240
C -9.12788 -1.86874 1.74405
C -8.56504 -2.01937 0.48608
C -7.33669 -1.42719 0.23486
C -6.72481 -0.71098 1.24999
C -7.37235 -0.62119 2.47481
H -10.08841 -2.31912 1.97213
H -9.08207 -2.58953 -0.27588
H -6.86233 -1.52191 -0.73341
H -5.76715 -0.22891 1.10728
H -6.91753 -0.06940 3.29015
N 0.57308 -7.24761 -6.32777
C -0.45911 -6.82528 -5.59988
C -1.07310 -7.59042 -4.61878
C -0.58862 -8.86561 -4.37828
C 0.48537 -9.31969 -5.12807
C 1.02801 -8.47594 -6.08572
H -0.81279 -5.82109 -5.81174
H -1.90695 -7.18863 -4.05886
H -1.03633 -9.49203 -3.61728
H 0.90048 -10.30659 -4.97379
H 1.87118 -8.79851 -6.68694
N 2.60573 6.86913 -3.60327
C 3.40817 6.82485 -4.66351
C 3.58160 7.88776 -5.53846
C 2.88092 9.05947 -5.29944
C 2.04043 9.11768 -4.19926
C 1.93880 7.99902 -3.38404
H 3.93582 5.89011 -4.82194
H 4.24824 7.79400 -6.38537
H 2.98719 9.91130 -5.95946
H 1.47211 10.00980 -3.97252
H 1.29272 8.00681 -2.51278
N -0.51309 -1.07805 6.28268
C -1.56328 -1.88256 6.44131
C -1.83712 -2.95590 5.60800
C -0.97608 -3.20757 4.55044
C 0.11562 -2.37516 4.36830
C 0.30081 -1.32534 5.25669
H -2.21801 -1.65377 7.27612
H -2.70778 -3.57390 5.78262
H -1.15988 -4.03206 3.87321
H 0.80664 -2.51953 3.54875
H 1.13094 -0.63889 5.14126
N 0.17801 3.01042 7.23100
C -0.80511 2.15636 6.93514
C -1.98891 2.54632 6.32634
C -2.16735 3.88210 6.00847
C -1.15202 4.77590 6.30785
C -0.00349 4.29076 6.91336
H -0.62416 1.11489 7.17139
H -2.74274 1.80779 6.08715
H -3.07061 4.21768 5.51498
H -1.23476 5.82519 6.05800
H 0.81775 4.96137 7.14447
N -4.04312 -5.39867 -7.13311
C -3.64754 -6.66809 -7.21289
C -4.50824 -7.74936 -7.09129
C -5.85450 -7.49982 -6.87707
C -6.28092 -6.18364 -6.79349
C -5.33976 -5.17313 -6.92743
H -2.58809 -6.82452 -7.38102
H -4.12595 -8.75898 -7.16065
H -6.55874 -8.31584 -6.77496
H -7.32113 -5.94036 -6.62467
H -5.63752 -4.13199 -6.86582
```

Summary:
- Largest force on an atom: 1.0 eV/A
- Electronic energy: -266993.9267 eV
- HOMO level: -5.18 eV
- HOMO-LUMO gap: 7.0 eV
- Multiplicity: 1
- Total charge: -1

Results of the Löwdin charge analysis, in e, for atoms 1 through 6: -0.09 -0.42 -0.28 0.37 -0.21 -0.30



No. 4
Here is a structure of composition C18H41IrO2P3 at a distorted geometry from OMol25. Energies are from the ωB97M-V functional and the def2-TZVPD basis.

Geometry as XYZ:
```
65
Properties=species:S:1:pos:R:3
Ir -0.53951 0.13518 0.40934
P -0.00156 1.22631 2.12244
P -0.01055 -1.89647 1.17799
P -2.05897 1.53599 -0.43265
H 2.48586 0.30944 -0.87581
C 2.16538 1.37704 -1.01353
C 2.23473 2.35530 -0.10137
H 2.72597 2.19969 0.87883
C 1.46626 1.09807 3.16617
C -1.23700 0.81081 3.40913
C -0.21090 3.03306 2.26121
C 1.17282 -2.72279 0.07059
C 0.65949 -2.15535 2.85345
C -1.72086 -2.55496 1.02859
C -1.45568 3.18902 -0.87671
C -3.33354 1.68576 0.86179
C -2.79797 0.79120 -1.93097
H 1.59115 1.45877 -1.95735
H 1.51464 3.19524 -0.15275
H 2.40287 1.43565 2.70533
H 1.63300 0.09198 3.56858
H 1.26573 1.75870 4.03326
H -1.25035 -0.25432 3.67008
H -2.24466 1.12518 3.16738
H -0.91835 1.36413 4.29578
H 0.41229 3.61892 1.58206
H 0.11210 3.27180 3.27600
H -1.23948 3.36299 2.17682
H 0.95300 -3.80524 0.08339
H 2.18116 -2.50282 0.47728
H 1.09328 -2.29655 -0.93744
H 0.45677 -3.22788 3.13299
H 0.18370 -1.49301 3.57791
H 1.74761 -1.97883 2.81303
H -1.75963 -3.60157 1.36791
H -2.00301 -2.45076 -0.03253
H -2.38755 -1.91568 1.62666
H -2.19727 3.60431 -1.58780
H -0.46287 3.10296 -1.35890
H -1.39193 3.81685 0.02079
H -4.26972 1.95417 0.34764
H -3.04147 2.46038 1.58515
H -3.43554 0.70417 1.36394
H -3.50782 1.54220 -2.36217
H -3.31079 -0.12178 -1.63707
H -2.00535 0.56276 -2.63544
C -0.28196 -1.09864 -3.20441
C -0.22596 -2.54427 -3.23896
C -0.45375 -3.21584 -4.44946
C -0.76654 -2.55548 -5.60944
C -0.86673 -1.17314 -5.59433
C -0.63492 -0.46084 -4.41250
O 0.15108 -0.34208 -2.12406
H -0.50386 -0.57607 -1.11214
H -0.07804 -3.08712 -2.28349
H -0.40946 -4.32193 -4.40525
H -0.95464 -3.12689 -6.50698
H -1.17269 -0.66764 -6.46952
H -0.78601 0.60708 -4.43168
C 4.65319 -0.16088 1.21438
O 3.77399 -1.10590 1.82113
H 4.70161 0.75118 1.82332
H 4.22877 0.09342 0.23611
H 5.66895 -0.56214 1.08933
H 4.29148 -1.65287 2.43893
```

Summary:
- Largest force on an atom: 6.2 eV/A
- <S²>: 8.78
- ΔE to the lowest compared entry with this formula, charge and spin: 120.2 kcal/mol
- Electronic energy: -54081.0734 eV
- HOMO level (alpha / beta): -19.51 / -21.00 eV
- HOMO-LUMO gap (alpha / beta): 8.2 / 3.0 eV
- Multiplicity: 6
- Total charge: +4

Results of the natural (NBO) charge analysis, in e, for atoms 1 through 6: 0.24 1.05 1.12 1.15 0.18 -0.38